# 1
Formula: C37H48N3O5S
Source: the Open Molecules 2025 dataset
Level of theory: ωB97M-V/def2-TZVPD

```
94
C37H48N3O5S | the Open Molecules 2025 dataset | ωB97M-V/def2-TZVPD
C -4.5754 -2.9769 1.4507
N -3.8554 -2.6672 2.6663
C -4.5747 -2.9549 3.8877
C -2.4772 -2.4199 2.6621
C -1.9890 -1.0914 2.6750
C -0.6280 -0.8468 2.6549
C 0.3037 -1.9013 2.6013
C 1.7655 -1.5512 2.4791
C 2.7097 -2.6099 2.6126
S 4.3888 -2.3215 2.6107
C 4.8981 -3.3587 4.0328
C 4.8966 -3.4763 1.2882
O 2.1270 -0.3722 2.2460
C -0.1861 -3.2211 2.6134
C -1.5514 -3.4810 2.6445
H -3.9147 -2.8224 0.5899
H -4.9328 -4.0192 1.4567
H -5.4532 -2.3197 1.3570
H -3.9120 -2.7918 4.7447
H -5.4488 -2.2930 3.9746
H -4.9370 -3.9954 3.8973
H -2.6981 -0.2643 2.7030
H -0.2719 0.1821 2.6839
H 2.4281 -3.6433 2.8037
H 5.9903 -3.3169 4.0825
H 4.4590 -2.9138 4.9305
H 4.5399 -4.3808 3.8706
H 5.9883 -3.4297 1.2250
H 4.5400 -4.4780 1.5538
H 4.4456 -3.1120 0.3611
H 0.5090 -4.0577 2.5904
H -1.9330 -4.5026 2.6522
C -5.8465 1.9584 -0.5828
O -5.4345 2.9953 0.3438
C -4.1260 2.9940 0.7118
C -3.1544 2.1433 0.1847
C -1.8029 2.3310 0.4655
C -0.7664 1.4387 -0.1708
C -0.2235 2.0139 -1.4853
C -1.3055 2.1450 -2.5672
O -2.2781 2.9008 -2.5772
N -0.9789 1.2747 -3.5639
C -1.8232 1.1255 -4.7261
C 0.3142 0.6176 -3.4313
C 0.0973 -0.9021 -3.4080
C 1.2346 1.0775 -4.5703
N 0.7551 1.1376 -2.1301
C 1.9075 0.8000 -1.5181
C 2.8481 -0.0667 -2.0648
C 4.0518 -0.4578 -1.4890
C 4.9971 -1.3318 -2.1341
C 6.2457 -1.6396 -1.5280
C 7.1581 -2.4939 -2.1384
C 6.8636 -3.0759 -3.3795
C 5.6452 -2.7851 -4.0014
C 4.7304 -1.9295 -3.3983
C -1.4093 3.3762 1.2949
C -2.3607 4.2325 1.8571
O -2.0656 5.3267 2.6038
C -0.6812 5.4791 3.0011
C -3.7328 4.0170 1.6018
O -4.6538 4.9209 2.0386
C -4.9050 6.1004 1.2085
H -6.9251 2.0879 -0.6829
H -5.3449 2.0904 -1.5544
H -5.6185 0.9533 -0.1914
H -3.4602 1.3556 -0.5097
H 0.0730 1.2740 0.5219
H -1.2133 0.4549 -0.3937
H 0.2068 3.0155 -1.2953
H -2.7254 1.7215 -4.5644
H -1.3123 1.4762 -5.6324
H -2.0970 0.0723 -4.8676
H -0.6492 -1.1452 -2.6382
H -0.2676 -1.2336 -4.3880
H 1.0146 -1.4432 -3.1711
H 1.2588 2.1759 -4.5773
H 2.2563 0.7182 -4.4425
H 0.8454 0.7133 -5.5286
H 2.0602 1.2626 -0.5395
H 2.6132 -0.4711 -3.0455
H 4.3054 -0.0409 -0.5119
H 6.4728 -1.1834 -0.5637
H 8.1065 -2.7140 -1.6490
H 7.5722 -3.7481 -3.8612
H 5.3982 -3.2272 -4.9661
H 3.7896 -1.7271 -3.9080
H -0.3439 3.5208 1.5040
H -0.6844 6.3340 3.6773
H -0.3084 4.5798 3.5169
H -0.0463 5.6759 2.1239
H -5.6686 6.6529 1.7551
H -3.9866 6.6909 1.1119
H -5.2730 5.7930 0.2224
```

The net charge is +1. Its HOMO energy is -0.3525 hartree. Its orbital gap is 0.17958 hartree. The value obtained for the energy relative to the best compared isomer or geometry (same formula, charge and spin) is 5.5 kJ/mol.

# 2
Formula: C37H49BI2N6O2PS4Zr
Source: the Open Molecules 2025 dataset
Level of theory: ωB97M-V/def2-TZVPD

```
103
C37H49BI2N6O2PS4Zr | the Open Molecules 2025 dataset | ωB97M-V/def2-TZVPD
Zr -0.5303 0.0458 0.3811
I -5.4439 3.4920 5.5765
C -4.2464 2.3764 4.2992
C -4.2221 0.9945 4.4185
C -3.4266 0.2320 3.5695
I -3.2601 -1.8034 3.9085
C -2.6959 0.8730 2.5718
O -1.9207 0.1965 1.7037
C -2.6671 2.2639 2.4970
C -1.7619 2.9018 1.4904
N -0.4019 2.2788 1.4568
C 0.2359 2.2738 2.7819
C 0.6884 0.9096 3.2226
C 1.0145 0.6900 4.5478
C 1.6188 -0.5002 4.9126
C 1.9058 -1.4322 3.9307
C 1.5155 -1.1649 2.6361
N 0.8875 -0.0304 2.2789
C -3.4480 3.0155 3.3611
H -4.8054 0.5043 5.1856
H -1.6655 3.9671 1.7087
H -2.1816 2.8023 0.4962
H 0.1395 2.8464 0.8226
H -0.4276 2.6971 3.5335
H 1.1210 2.9137 2.7529
H 0.8086 1.4598 5.2799
H 1.8767 -0.6876 5.9471
H 2.4029 -2.3653 4.1553
H 1.7087 -1.8772 1.8473
H -3.4261 4.0975 3.3031
C -2.4342 0.3966 -4.2986
N -3.2546 -0.0569 -3.1848
C -4.6220 0.0815 -3.1042
C -5.0127 -0.5556 -1.9757
N -3.8948 -1.0880 -1.3760
B -3.9204 -1.9102 -0.0246
N -3.0645 -3.2134 -0.1864
C -3.5974 -4.3522 -0.7537
C -2.6860 -5.3422 -0.6704
N -1.5803 -4.7990 -0.0503
C -0.3800 -5.5395 0.2984
C -1.8232 -3.5007 0.2368
S -0.6197 -2.5651 1.0782
C -2.8319 -0.7584 -2.1150
S -1.2129 -1.2832 -1.7976
H -2.7610 1.3912 -4.5950
H -2.5306 -0.2912 -5.1375
H -1.4035 0.4455 -3.9670
H -5.1825 0.6075 -3.8589
H -5.9912 -0.6911 -1.5468
H -5.0683 -2.2375 0.1372
H -3.4897 -1.2592 0.8649
H -4.5955 -4.3546 -1.1564
H -2.7144 -6.3735 -0.9779
H -0.3493 -6.4417 -0.3058
H -0.3876 -5.8064 1.3537
H 0.4922 -4.9259 0.0963
C -4.2254 3.5432 -1.6784
O -3.1017 2.6707 -1.4627
C -1.8813 3.1167 -1.7862
S -1.5739 4.5572 -2.4992
S -0.6442 1.9140 -1.5460
H -5.0858 2.9846 -1.3221
H -4.3202 3.7798 -2.7370
H -4.0975 4.4702 -1.1220
C 4.0992 -0.3113 -3.1143
C 2.7486 0.3231 -2.7493
C 2.6318 1.7188 -3.3784
C 1.6580 -0.5335 -3.3974
P 2.4651 0.3539 -0.8644
C 3.2381 -1.2397 -0.3714
C 2.5025 -2.3902 -0.6643
C 3.0190 -3.6572 -0.4295
C 4.2726 -3.8048 0.1412
C 5.0077 -2.6736 0.4643
C 4.5025 -1.4095 0.1984
C 3.5035 1.7622 -0.1233
C 4.9232 1.9554 -0.6822
C 2.7617 3.0907 -0.3464
C 3.6021 1.5813 1.3971
H 4.2456 -0.1941 -4.1922
H 4.1088 -1.3795 -2.8955
H 4.9511 0.1392 -2.6171
H 2.6076 1.5871 -4.4639
H 3.4805 2.3614 -3.1574
H 1.7123 2.2287 -3.0894
H 1.8769 -0.5972 -4.4675
H 0.6726 -0.0908 -3.2736
H 1.6330 -1.5534 -3.0149
H 1.5054 -2.3121 -1.0750
H 2.4374 -4.5300 -0.6982
H 4.6762 -4.7918 0.3308
H 5.9899 -2.7733 0.9098
H 5.1176 -0.5605 0.4413
H 4.9243 2.2230 -1.7334
H 5.5772 1.0980 -0.5579
H 5.3774 2.7900 -0.1397
H 2.7006 3.3877 -1.3882
H 3.2958 3.8752 0.1983
H 1.7408 3.0533 0.0254
H 4.0319 0.6345 1.7155
H 2.6273 1.6689 1.8607
H 4.2274 2.3864 1.7951
```

The net charge is +1. Its HOMO energy is -0.3683 hartree. Its orbital gap is 0.26602 hartree. The value obtained for the energy relative to the best compared isomer or geometry (same formula, charge and spin) is 73.8 kJ/mol.

# 3
Formula: C37H49BiN5O3PTe
Source: the Open Molecules 2025 dataset
Level of theory: ωB97M-V/def2-TZVPD

```
97
C37H49BiN5O3PTe | the Open Molecules 2025 dataset | ωB97M-V/def2-TZVPD
Bi -0.6023 -0.3121 -0.2738
C -1.0890 3.7039 -3.2344
C -1.9335 2.4972 -2.9579
C -2.6716 2.3808 -1.7895
C -3.4680 1.2681 -1.5482
C -4.2811 1.1772 -0.2939
C -3.5067 0.2638 -2.5038
C -2.7697 0.3512 -3.6763
C -2.8489 -0.7298 -4.7111
C -1.9825 1.4697 -3.8916
H -1.4032 4.1881 -4.1575
H -0.0464 3.4158 -3.3595
H -1.1559 4.4267 -2.4280
H -2.6506 3.1773 -1.0584
H -5.1542 1.8268 -0.3615
H -3.6917 1.4966 0.5624
H -4.6261 0.1615 -0.1216
H -4.1267 -0.6037 -2.3391
H -3.2465 -1.6459 -4.2864
H -1.8701 -0.9345 -5.1429
H -3.5129 -0.4191 -5.5187
H -1.4130 1.5489 -4.8067
C 5.2344 0.1037 2.8169
C 4.1799 -0.5374 1.9683
C 4.3545 -0.7415 0.6028
C 3.3354 -1.2327 -0.1919
C 2.0798 -1.5367 0.3423
N 0.9788 -1.9547 -0.4053
C 1.1016 -3.0263 -1.2463
C 2.3152 -3.7424 -1.3234
C 2.5606 -4.7066 -2.2705
C 1.5885 -5.0533 -3.2005
C 1.8670 -6.0137 -4.3156
C 0.3321 -4.5051 -3.0202
C 0.0565 -3.5417 -2.0522
N -1.3012 -3.2317 -1.8351
C -2.3362 -3.4538 -2.6779
C -3.4977 -3.2589 -1.9654
C -3.0598 -2.8984 -0.6871
N -1.7410 -2.8978 -0.6230
C 1.9238 -1.3443 1.7257
C 2.9558 -0.8749 2.5211
N 0.6982 -1.6736 2.3031
C 0.4362 -2.5244 3.3145
C -0.9255 -2.6649 3.4061
C -1.4531 -1.8283 2.4180
N -0.4503 -1.2550 1.7512
H 6.2048 0.0908 2.3300
H 4.9624 1.1438 2.9981
H 5.3201 -0.3864 3.7836
H 5.3004 -0.4922 0.1436
H 3.5019 -1.3706 -1.2514
H 3.0890 -3.5246 -0.6043
H 3.5220 -5.2000 -2.2852
H 2.9301 -6.0382 -4.5391
H 1.5532 -7.0227 -4.0534
H 1.3299 -5.7192 -5.2141
H -0.4746 -4.8789 -3.6313
H -2.2001 -3.7186 -3.7061
H -4.5022 -3.3747 -2.3228
H -3.6347 -2.6493 0.1815
H 2.7867 -0.7604 3.5805
H 1.2230 -2.9997 3.8638
H -1.4746 -3.2567 4.1088
H -2.4612 -1.7376 2.0832
C 0.8615 3.4791 -0.2018
C 1.5931 2.1773 0.1068
C 3.1028 2.3903 -0.0250
C 1.1162 1.0890 -0.8514
H 1.1251 4.2578 0.5116
H -0.2103 3.3093 -0.1584
H 1.1300 3.8274 -1.1975
H 1.3720 1.8877 1.1376
H 3.3619 2.6312 -1.0544
H 3.6365 1.4925 0.2663
H 3.4410 3.2067 0.6093
H 1.9450 0.4617 -1.1561
H 0.7090 1.5469 -1.7523
C -1.9734 5.4243 3.1576
C -1.6097 4.2130 2.3147
O -2.0738 3.0516 2.9799
P -1.4351 1.5793 2.7560
O -1.3671 1.3250 1.2636
Te -2.6578 0.3260 4.2985
O 0.1433 1.8050 3.1500
C 0.3946 2.2802 4.4533
C 1.2675 1.3174 5.2369
H -1.6691 6.3360 2.6497
H -1.4733 5.3685 4.1220
H -3.0474 5.4441 3.3286
H -0.5276 4.1433 2.1707
H -2.0892 4.2678 1.3316
H -0.5577 2.4242 4.9785
H 0.8941 3.2530 4.3584
H 0.7603 0.3655 5.3789
H 1.4796 1.7489 6.2109
H 2.1988 1.1514 4.7032
```

Its HOMO energy is -0.2477 hartree. Its orbital gap is 0.26756 hartree. The value obtained for the energy relative to the best compared isomer or geometry (same formula, charge and spin) is 104.7 kJ/mol.

# 4
Formula: C37H49FN2PSTeTi
Source: the Open Molecules 2025 dataset
Level of theory: ωB97M-V/def2-TZVPD

```
93
C37H49FN2PSTeTi | the Open Molecules 2025 dataset | ωB97M-V/def2-TZVPD
Ti -0.0822 0.1287 0.5168
C 3.9075 -1.9326 1.8553
C 2.5183 -1.9607 2.4966
C 2.3605 -3.2379 3.3298
C 2.2317 -0.7450 3.3476
C 3.1956 -0.3354 4.2526
C 2.9344 0.6690 5.1608
C 1.6857 1.2485 5.1726
C 0.6899 0.8968 4.2643
C -0.6337 1.6176 4.4948
C -0.4384 3.1266 4.3036
C -1.8316 1.1499 3.6754
C 0.9791 -0.0907 3.3035
N 0.0024 -0.5523 2.3710
C -0.7698 -1.5673 2.8287
C -0.7396 -2.0787 4.1494
C -1.5696 -3.1053 4.5391
C -2.4651 -3.6902 3.6530
C -2.5502 -3.2035 2.3559
C -1.7278 -2.1661 1.9936
F -1.8233 -1.6105 0.7065
H 3.9753 -2.7213 1.1074
H 4.6955 -2.0981 2.5870
H 4.0820 -0.9803 1.3581
H 1.7777 -1.9937 1.6900
H 3.0239 -3.2198 4.1921
H 2.6154 -4.1070 2.7270
H 1.3363 -3.3510 3.6794
H 4.1532 -0.8289 4.2628
H 3.6866 0.9811 5.8692
H 1.4551 1.9853 5.9276
H -0.8881 1.4572 5.5519
H -0.1473 3.3422 3.2779
H 0.3363 3.5162 4.9577
H -1.3617 3.6551 4.5362
H -1.6219 1.2333 2.6020
H -2.6995 1.7616 3.9155
H -2.0841 0.1202 3.9141
H -0.0508 -1.6443 4.8593
H -1.5194 -3.4565 5.5599
H -3.0886 -4.5091 3.9706
H -3.2404 -3.6195 1.6383
S 2.1733 0.2629 -0.0233
C 1.9331 -1.0286 -1.3960
N 2.9339 -0.8361 -2.3761
C 3.7924 -1.7995 -2.8024
C 3.7528 -3.0503 -2.3090
C 2.7837 -3.3426 -1.2933
C 1.9416 -2.3938 -0.8635
H 3.0114 0.0967 -2.7487
H 4.4819 -1.4979 -3.5762
H 4.4054 -3.8221 -2.6755
H 2.7268 -4.3473 -0.8993
H 1.1776 -2.6103 -0.1213
Te -0.1605 -0.6678 -2.0927
C -3.8327 4.2941 -0.5045
C -3.1196 3.3775 0.4891
C -2.7175 4.1875 1.7183
C -4.1206 2.2951 0.9202
P -1.6059 2.3959 -0.1898
C -2.4404 1.8303 -1.7251
C -2.5026 2.4905 -2.9457
C -3.1419 1.9005 -4.0225
C -3.7495 0.6661 -3.8901
C -3.7347 0.0192 -2.6657
C -3.0765 0.5931 -1.5965
C -0.2291 3.6285 -0.6818
C -0.6372 5.0145 -1.1801
C 0.6391 2.9422 -1.7399
C 0.6318 3.7886 0.5815
H -4.7674 4.6192 -0.0473
H -4.0748 3.7811 -1.4316
H -3.2543 5.1821 -0.7342
H -3.6126 4.5712 2.2069
H -2.0970 5.0410 1.4574
H -2.1836 3.5691 2.4302
H -4.9323 2.7509 1.4872
H -3.6574 1.5375 1.5537
H -4.5554 1.8016 0.0527
H -2.0518 3.4607 -3.0782
H -3.1575 2.4128 -4.9711
H -4.2330 0.2090 -4.7393
H -4.2089 -0.9429 -2.5484
H -3.0452 0.0736 -0.6431
H -1.2920 4.9641 -2.0439
H 0.2623 5.5547 -1.4772
H -1.1257 5.5948 -0.4028
H 0.0782 2.6857 -2.6373
H 1.0795 2.0314 -1.3204
H 1.4629 3.5980 -2.0228
H 0.1087 4.3501 1.3540
H 1.5463 4.3308 0.3414
H 0.9275 2.8037 0.9834
```

Its HOMO energy (spin up / spin down) is -0.2350 / -0.2356 hartree. Its spin multiplicity is 2. Its orbital gap (spin up / spin down) is 0.23609 / 0.24757 hartree. The value obtained for the energy relative to the best compared isomer or geometry (same formula, charge and spin) is 157.5 kJ/mol.

# 5
Formula: C37H50FN5O7P2S
Source: the Open Molecules 2025 dataset
Level of theory: ωB97M-V/def2-TZVPD

```
103
C37H50FN5O7P2S | the Open Molecules 2025 dataset | ωB97M-V/def2-TZVPD
C 4.7801 -4.8476 -0.3683
C 3.8502 -5.6725 0.6380
C 2.3382 -5.3681 0.3870
F 1.4600 -6.2329 1.0964
C 1.9207 -3.8852 0.6899
C 1.6519 -3.0593 -0.5009
C 1.2134 -1.6762 -0.3755
C 1.0401 -1.1359 0.9854
C 1.3268 -1.9333 2.1971
O 1.1599 -1.2885 3.4094
C 2.4090 -1.1035 4.1102
C 3.2730 0.1002 3.6034
N 3.8580 -0.1094 2.2617
C 5.3239 -0.0334 2.2460
C 5.7763 -0.5637 0.8222
C 7.3421 -0.6164 0.6456
O 5.2469 0.2972 -0.1981
C 1.7659 -3.3471 2.0687
P 2.0832 -4.4023 3.5655
S 3.9473 -4.4974 4.1300
C 0.5304 0.3474 1.0522
O 0.9892 1.1159 1.8659
C -0.5293 0.7235 -0.0175
C -1.7010 1.5486 0.2152
C -1.9850 2.0896 1.6490
C -3.2890 1.5020 2.3236
C -3.2743 -0.0470 2.4932
O -2.6220 -0.8220 1.8341
N -4.1673 -0.6265 3.5209
C -4.5450 -1.9489 2.9914
C -5.6159 -2.1165 1.9899
C -5.9589 -3.4352 1.4374
C -5.2528 -4.6605 1.8457
C -4.2099 -4.4970 2.8739
C -3.8727 -3.1841 3.4228
C -2.6626 1.9126 -0.8488
C -2.4203 1.4028 -2.2100
P -3.6468 1.8626 -3.5297
N -3.1281 1.2627 -4.9212
C -1.2512 0.5382 -2.4529
C -0.3245 0.1905 -1.3969
C 0.9206 -0.7369 -1.5969
O 1.5786 -0.7600 -2.6072
H 4.1516 -4.6531 -1.2811
H 5.0170 -3.8798 0.1504
H 5.6987 -5.4374 -0.6031
H 4.1838 -5.5720 1.7002
H 4.0098 -6.7606 0.3668
H 2.1487 -5.5679 -0.7083
H 1.7838 -3.5004 -1.5190
H 2.1435 -0.8760 5.1857
H 3.0709 -2.0078 4.1419
H 2.7374 1.0896 3.6815
H 4.1472 0.1859 4.3203
H 3.4543 0.5099 1.5611
H 5.7411 1.0092 2.3592
H 5.8188 -0.6873 3.0120
H 5.3502 -1.6099 0.7463
H 7.8867 -1.1565 1.4590
H 7.5323 -1.1643 -0.3270
H 7.7124 0.4314 0.4811
H 5.3205 -0.1427 -1.0637
H 1.2962 -3.8995 4.6579
H 1.6128 -5.7418 3.3622
H -1.1471 1.9570 2.3760
H -2.1360 3.2069 1.5571
H -3.3235 1.9357 3.3681
H -4.1725 1.8910 1.7454
H -5.0232 -0.0613 3.5130
H -6.1927 -1.2386 1.6057
H -6.7700 -3.5586 0.6866
H -5.4759 -5.6663 1.4191
H -3.6243 -5.3794 3.2352
H -3.0770 -3.0853 4.2009
H -3.5391 2.5779 -0.6282
H -3.7940 3.2706 -3.6778
H -4.9459 1.3352 -3.2147
H -3.8551 0.6096 -5.2436
H -1.1026 0.1793 -3.5001
C 2.2292 1.9666 -4.5205
C 3.4031 2.9091 -4.5478
O 4.0659 3.0970 -5.5573
N 3.7166 3.5617 -3.3944
C 3.0574 3.4719 -2.1062
H 2.1010 1.5214 -5.5053
H 2.4069 1.1670 -3.8004
H 1.3169 2.5094 -4.2648
H 4.5121 4.1757 -3.4840
H 2.7043 4.4670 -1.8267
H 3.7856 3.1332 -1.3661
H 2.2163 2.7835 -2.1248
C -7.2873 5.2757 -2.7743
C -5.8066 5.3764 -2.5162
O -5.2113 4.5663 -1.8162
N -5.1311 6.4055 -3.0880
C -5.6505 7.4569 -3.9407
H -7.6840 4.4066 -2.2529
H -7.7960 6.1658 -2.4001
H -7.4759 5.1546 -3.8424
H -4.1452 6.4082 -2.8711
H -5.1291 7.4153 -4.8986
H -5.4468 8.4191 -3.4674
H -6.7192 7.3569 -4.1078
```

Its HOMO energy is -0.3101 hartree. The SMILES is CC[C@@H](F)c1cc2c(c(OCCNC[C@H](C)O)c1[PH2]=S)C(=O)c1c(CCC(=O)Nc3ccccc3)cc([PH2]=N)cc1C2=O.CNC(C)=O.CNC(C)=O. Its orbital gap is 0.27030 hartree.